Entry 1:
{"formula": "C23H43I2N2O6", "method": "wB97M-V/def2-TZVPD", "e_lumo_ev": -3.507, "e_homo_ev": -12.558, "orbital_gap_ev": 9.05, "total_charge": 1, "energy_ha": -2057.99413, "spin_multiplicity": 1, "species": ["C", "C", "O", "C", "C", "C", "C", "C", "O", "N", "C", "I", "C", "C", "C", "C", "C", "C", "C", "O", "O", "C", "C", "C", "C", "I", "N", "C", "C", "C", "C", "O", "H", "H", "H", "H", "H", "H", "H", "H", "H", "H", "H", "H", "H", "H", "H", "H", "H", "H", "H", "H", "H", "H", "H", "H", "H", "H", "H", "H", "H", "H", "H", "H", "H", "H", "H", "H", "H", "H", "H", "H", "H", "O", "H", "H"], "xyz": [[0.49567, 5.34790, -0.56662], [0.53576, 3.89483, 0.13710], [-0.79528, 3.32252, 0.16853], [-1.06382, 2.53714, -1.01456], [-2.15919, 1.41729, -0.70994], [-1.67082, -0.12312, -0.92434], [-1.40828, -0.25136, -2.48982], [-2.09988, 0.70165, -3.51542], [-1.42402, 1.65649, -3.99295], [-0.42465, -0.45979, -0.08820], [0.33175, -1.67987, -0.48837], [0.48332, -3.42075, 0.79449], [1.86958, -1.30884, -0.91254], [2.35039, -2.46298, -1.96278], [-0.60518, -0.15762, 1.38442], [0.71299, -0.28853, 2.30013], [1.32303, 1.15241, 2.77081], [2.42015, 1.60301, 1.69453], [3.82033, 0.90150, 1.96870], [3.97796, -0.23205, 2.45377], [4.99726, 1.62932, 1.57503], [5.14329, 1.61497, 0.13015], [6.14745, 0.47714, -0.41073], [-1.98121, -0.64613, 2.02914], [-1.94558, -1.90434, 3.01798], [-2.59594, 1.02231, 3.39132], [-3.14885, -0.79910, 1.13658], [-2.88946, -0.99004, -0.31882], [-2.79299, -2.59002, -0.55261], [-4.35710, -0.64355, -0.95585], [-4.58416, -1.14252, -2.44206], [-5.77431, -1.29791, -2.82607], [-0.16781, 6.07975, 0.01648], [0.14756, 5.19392, -1.63861], [1.54921, 5.78679, -0.53794], [0.82701, 4.07550, 1.23929], [1.33640, 3.20551, -0.29177], [-0.08837, 2.11590, -1.47482], [-1.47198, 3.26112, -1.81475], [-3.08751, 1.69441, -1.29258], [-2.46866, 1.57785, 0.39248], [-1.64768, -1.34221, -2.78760], [-0.27013, -0.15825, -2.66858], [-3.16583, 0.62036, -3.94952], [0.23613, 0.30150, -0.38098], [-0.03960, -2.21114, -1.44086], [1.93828, -0.33608, -1.50244], [2.59659, -1.39050, -0.04311], [3.33527, -2.05726, -2.40265], [1.61144, -2.48191, -2.84311], [2.49672, -3.47329, -1.46881], [-0.68741, 0.99923, 1.41810], [1.59447, -0.79994, 1.79887], [0.54134, -0.83631, 3.28800], [1.81208, 0.98596, 3.80100], [0.49383, 1.92149, 2.95103], [2.55025, 2.72826, 1.77858], [2.00760, 1.30666, 0.66157], [4.15874, 1.50017, -0.43856], [5.58000, 2.62964, -0.16864], [5.57247, -0.37689, -0.91604], [6.86117, 0.09412, 0.40454], [6.82605, 0.93018, -1.21997], [-2.40245, -1.65840, 4.04717], [-2.59838, -2.77478, 2.63452], [-0.92869, -2.35072, 3.23994], [-3.79790, -0.00231, 1.25141], [-3.81945, -3.08097, -0.73983], [-2.48644, -3.02720, 0.46847], [-2.08714, -2.90568, -1.38513], [-4.69266, 0.42568, -0.74040], [-5.06631, -1.29242, -0.31410], [-3.77975, -1.42650, -3.19909], [-0.67508, -7.12008, 2.01642], [-1.44326, -6.85514, 1.49590], [-0.08834, -6.35596, 1.97512]], "atomic_forces_ev_per_a": [[0.502, -0.811, 0.329], [0.169, 2.140, 1.160], [1.279, -1.400, -0.816], [-0.353, 0.653, -1.001], [0.910, 0.841, 1.581], [-3.358, 1.479, -0.210], [1.061, -2.314, -0.032], [1.840, 3.521, -1.601], [-2.176, -3.378, 1.798], [0.545, 1.278, -0.770], [2.428, -1.627, -2.261], [-0.176, 0.597, -0.027], [-0.148, -1.948, -0.663], [0.221, 1.605, -0.268], [-0.009, 2.522, 2.185], [0.861, 0.329, 1.019], [0.096, -0.973, 0.081], [-0.354, 0.288, 0.998], [1.440, -2.334, 0.183], [-1.119, 3.733, -1.328], [-2.453, -1.100, -0.381], [1.136, 0.305, -1.568], [0.244, 0.210, -0.216], [-0.273, -0.965, 1.323], [-0.375, -1.139, 0.930], [0.400, -0.193, -0.338], [0.769, 1.357, -1.052], [-1.913, -1.497, -1.070], [0.154, -0.359, 0.956], [0.538, -0.651, 0.592], [-4.126, -0.264, -0.627], [4.192, 0.620, 1.263], [0.756, -1.339, -0.963], [0.446, 0.581, 1.337], [-1.362, -0.615, -0.280], [-0.535, -0.397, -1.621], [-1.249, 0.798, 0.161], [-1.269, 0.443, 0.761], [0.611, -1.281, 1.010], [1.183, -0.949, 0.348], [0.531, -0.229, -1.699], [0.326, 1.648, 0.293], [-1.778, 0.170, 0.101], [1.347, -0.487, 1.063], [-0.519, -0.607, 0.295], [-0.122, 1.505, 1.637], [-0.236, -0.903, 1.039], [-1.046, 0.660, -0.921], [-1.373, -0.986, 0.713], [1.018, -0.294, 1.320], [-0.229, 1.346, -0.762], [-0.187, -1.886, -0.718], [-1.354, 0.377, 0.546], [-0.190, 0.419, -1.724], [-0.615, 0.265, -1.695], [1.190, -0.957, -0.596], [0.072, -1.479, -0.475], [0.966, 0.604, 1.338], [1.027, 0.226, 1.023], [-0.702, -1.371, 0.615], [0.898, 1.059, 0.995], [-1.369, 0.514, -1.119], [-1.102, -0.580, 1.141], [0.739, -0.266, -1.744], [1.039, 1.534, 0.249], [-1.100, 0.807, -0.428], [0.647, -0.724, -0.045], [1.538, 1.065, 0.092], [-0.096, 0.476, -1.891], [-0.874, 0.265, 1.116], [0.491, -1.286, -0.784], [1.062, 1.001, -1.131], [-0.515, 0.383, 1.222], [-0.045, 0.309, -0.136], [0.046, -0.142, 0.072], [-0.018, -0.210, 0.073]]}

Entry 2:
{"formula": "C23H43N2OP3RuS", "method": "wB97M-V/def2-TZVPD", "e_lumo_ev": [-8.715, -13.108], "de_lowest_kj_mol": 0.00, "e_homo_ev": [-14.727, -16.462], "orbital_gap_ev": [6.01, 3.35], "total_charge": 3, "energy_ha": -2602.92445, "spin_multiplicity": 6, "species": ["Ru", "P", "P", "P", "H", "C", "C", "H", "C", "C", "C", "C", "C", "C", "C", "C", "C", "H", "H", "H", "H", "H", "H", "H", "H", "H", "H", "H", "H", "H", "H", "H", "H", "H", "H", "H", "H", "H", "H", "H", "H", "H", "H", "H", "H", "H", "C", "C", "C", "C", "C", "C", "S", "H", "H", "H", "H", "H", "H", "N", "C", "O", "C", "C", "C", "N", "C", "C", "H", "H", "H", "H", "H", "H"], "xyz": [[0.16682, -0.42799, 0.70871], [0.55870, -2.41927, 1.53387], [2.53830, 0.13868, -0.25853], [-2.28414, 0.12841, 1.01991], [2.00508, -0.20481, -4.20015], [0.97386, 0.03402, -3.89803], [0.47972, 1.23429, -3.59466], [1.02688, 2.04413, -3.09057], [0.66478, -3.88833, 0.42188], [2.22406, -2.42821, 2.33751], [-0.66832, -2.80618, 2.83731], [3.02598, 1.46189, -1.41181], [3.58600, 0.63098, 1.14681], [3.48365, -1.25853, -0.99787], [-2.92567, 1.59936, 0.11850], [-2.51298, 0.56480, 2.79544], [-3.54283, -1.23076, 0.87291], [0.32410, -0.84782, -3.86042], [-0.59809, 1.38482, -3.75361], [0.87553, -4.84900, 0.92646], [1.47799, -3.67458, -0.29411], [-0.29493, -3.94433, -0.11310], [2.51699, -3.36589, 2.83925], [2.28978, -1.60969, 3.06512], [2.96851, -2.22622, 1.54578], [-0.55839, -3.79282, 3.31990], [-1.66634, -2.75124, 2.37315], [-0.62666, -2.03358, 3.61757], [4.12330, 1.48710, -1.51794], [2.71195, 2.44045, -1.02632], [2.60500, 1.31575, -2.40924], [4.63182, 0.59974, 0.80353], [3.44833, -0.04488, 1.99456], [3.32961, 1.65755, 1.43799], [4.44399, -0.86380, -1.35883], [2.93718, -1.67862, -1.84993], [3.67105, -2.05564, -0.27230], [-3.99972, 1.77299, 0.28842], [-2.77448, 1.50154, -0.96239], [-2.39166, 2.50180, 0.43785], [-3.58531, 0.61287, 3.04252], [-2.02829, 1.52603, 3.00364], [-2.03507, -0.22140, 3.39229], [-4.14096, -1.11726, -0.03591], [-4.19830, -1.28610, 1.76309], [-2.98206, -2.17530, 0.80106], [-2.82979, -1.31534, -3.66091], [-3.23589, -2.67064, -3.75812], [-3.75922, -3.13944, -4.95331], [-3.91879, -2.25026, -6.04391], [-3.52437, -0.89921, -5.93702], [-2.99402, -0.42395, -4.74852], [-2.14084, -0.81563, -2.22181], [1.26280, -1.17241, -0.19278], [-3.04919, -3.31811, -2.90039], [-4.02634, -4.19880, -5.04461], [-4.40487, -2.59268, -6.96325], [-3.61830, -0.20578, -6.77839], [-2.62276, 0.58823, -4.61149], [2.18502, 4.67572, 4.98515], [1.86629, 4.91830, 3.65400], [1.98409, 6.05164, 3.18199], [1.35426, 3.74523, 2.90791], [1.20028, 2.49617, 3.51957], [0.74521, 1.43152, 2.76356], [0.36006, 1.57698, 1.48286], [0.48810, 2.77049, 0.86562], [0.97118, 3.87206, 1.56300], [2.62242, 5.40418, 5.51421], [2.28799, 3.73638, 5.31909], [1.47769, 2.23797, 4.54041], [0.71365, 0.40133, 3.11735], [0.23295, 2.83513, -0.19012], [1.09758, 4.82596, 1.05056]], "atomic_forces_ev_per_a": [[0.364, 1.630, -2.979], [0.936, -3.218, 2.207], [1.085, 0.170, -0.765], [-1.079, 0.275, 0.426], [-0.179, 0.306, 0.988], [0.294, -0.523, -0.067], [-0.560, -0.093, 0.414], [-0.103, 0.009, -1.399], [-0.154, 0.463, -0.144], [0.192, 0.157, -0.123], [-0.169, -0.291, 0.048], [-0.189, 0.545, -0.413], [-0.236, -0.115, 0.272], [-0.017, 0.130, -0.044], [-0.351, 0.097, -0.094], [0.154, 0.061, -0.242], [0.383, -0.160, 0.005], [-0.117, 0.384, -1.038], [0.382, -0.036, 0.908], [-0.170, 0.613, 0.012], [-0.394, -0.192, 0.167], [0.363, -0.190, -0.001], [-0.440, 0.242, -0.226], [-0.036, -0.220, -0.058], [-0.355, -0.174, 0.477], [0.099, 0.352, -0.306], [0.317, -0.107, 0.242], [0.079, -0.185, -0.200], [-0.336, -0.172, 0.251], [0.005, -0.201, -0.114], [0.194, -0.042, 0.364], [-0.331, 0.003, 0.160], [0.193, 0.241, -0.062], [0.094, -0.234, 0.002], [-0.226, -0.211, 0.148], [0.082, 0.093, 0.123], [0.011, 0.131, -0.192], [0.318, -0.158, 0.114], [0.011, -0.069, 0.258], [-0.029, -0.231, 0.083], [0.416, 0.070, -0.098], [-0.187, -0.223, 0.068], [-0.199, 0.228, 0.014], [0.023, -0.013, 0.207], [0.309, 0.203, -0.524], [-0.365, 0.207, -0.065], [-0.329, -0.396, 0.092], [1.182, 1.225, 1.302], [-1.005, -0.211, -2.723], [-0.272, 0.087, 0.105], [-1.111, -1.496, -2.012], [1.100, -0.050, 2.214], [0.582, 0.431, 0.716], [-0.501, -0.183, 0.208], [-0.214, 0.094, -0.281], [-0.030, 0.459, -0.106], [0.388, 0.049, 0.334], [-0.117, -0.400, 0.148], [-0.256, -0.050, -0.235], [-0.492, -0.460, -1.613], [1.224, 2.771, 1.898], [-0.526, -2.222, -0.036], [-0.762, -0.823, -0.513], [0.252, -0.633, -0.113], [-0.108, 0.659, -0.471], [0.706, 0.519, 0.489], [0.163, -0.032, 0.892], [0.225, 0.068, -0.054], [0.099, 0.354, 0.043], [0.085, 0.167, 0.230], [-0.077, 0.421, -0.232], [-0.139, 0.352, 0.427], [-0.096, -0.113, 0.219], [-0.055, -0.137, 0.269]]}

Entry 3:
{"formula": "C23H43N4O6P2PtS", "method": "wB97M-V/def2-TZVPD", "e_lumo_ev": -2.742, "e_homo_ev": -10.262, "orbital_gap_ev": 7.52, "total_charge": 1, "energy_ha": -2772.89427, "spin_multiplicity": 1, "species": ["Pt", "C", "C", "N", "C", "S", "N", "N", "C", "C", "C", "C", "C", "C", "C", "N", "H", "H", "H", "H", "H", "H", "H", "H", "H", "H", "H", "H", "H", "C", "C", "C", "O", "P", "O", "C", "P", "O", "O", "C", "C", "C", "O", "C", "C", "C", "O", "C", "C", "C", "H", "H", "H", "H", "H", "H", "H", "H", "H", "H", "H", "H", "H", "H", "H", "H", "H", "H", "H", "H", "H", "H", "H", "H", "H", "H", "H", "H", "H", "H"], "xyz": [[-1.34658, 1.03781, -1.38933], [-6.93112, -1.58414, 0.01531], [-5.99451, -1.10328, -1.07674], [-5.50436, 0.24996, -0.80063], [-4.26542, 0.72468, -1.02163], [-3.07588, -0.32496, -1.72920], [-4.06011, 1.98282, -0.73335], [-2.74595, 2.35385, -1.02352], [-2.52446, 3.61375, -1.05634], [-3.58478, 4.63000, -0.81142], [-1.15464, 4.04872, -1.46533], [-0.64499, 5.30342, -1.20937], [0.63486, 5.59663, -1.66745], [1.33750, 4.63841, -2.36914], [0.74999, 3.39959, -2.55444], [-0.47447, 3.11036, -2.10961], [-7.20688, -2.62601, -0.15467], [-7.85455, -1.00039, 0.03333], [-6.46443, -1.50515, 0.99936], [-6.50146, -1.11541, -2.04041], [-5.13226, -1.76075, -1.16192], [-6.15569, 0.94035, -0.46072], [-4.40649, 4.20836, -0.24453], [-3.97475, 4.97415, -1.77345], [-3.18221, 5.49643, -0.28445], [-1.22818, 6.03787, -0.66731], [1.07198, 6.56844, -1.47294], [2.32822, 4.83303, -2.75968], [1.25784, 2.60493, -3.08311], [3.13436, -0.07201, -2.65432], [3.82020, 0.63494, -1.51588], [5.30168, 0.39980, -1.44036], [3.25243, 0.11975, -0.24403], [2.00525, 0.79935, 0.40630], [1.12199, 1.48567, -0.57220], [1.12667, -0.55976, 1.15159], [0.35381, -1.70224, 0.00617], [-0.38708, -0.99852, -1.08059], [-0.56420, -2.52697, 0.95224], [-1.98302, -2.87629, 0.62067], [-2.84629, -1.93186, 1.41376], [-2.18880, -4.32442, 0.96156], [1.46001, -2.62583, -0.57327], [2.28043, -3.73220, -0.02459], [3.23387, -3.22506, 1.02977], [1.43181, -4.88792, 0.44236], [2.50372, 1.74514, 1.54313], [3.24523, 1.45930, 2.79477], [2.26560, 1.12474, 3.89174], [4.33696, 0.42987, 2.60531], [3.53582, 0.30362, -3.60074], [2.05458, 0.09270, -2.63729], [3.31587, -1.15067, -2.60302], [3.61240, 1.70274, -1.55796], [5.51009, -0.66811, -1.32116], [5.75363, 0.93938, -0.60604], [5.77571, 0.74015, -2.36446], [0.29422, -0.10503, 1.69964], [1.76427, -1.11464, 1.84266], [-2.12754, -2.70229, -0.44239], [-2.68315, -2.07873, 2.48620], [-3.90148, -2.12233, 1.19364], [-2.63530, -0.89150, 1.15327], [-1.93561, -4.51376, 2.00923], [-1.58940, -4.98405, 0.33338], [-3.24079, -4.57920, 0.81240], [2.83695, -4.04074, -0.89977], [2.72980, -3.09581, 1.99475], [3.69995, -2.28209, 0.73181], [4.02159, -3.96758, 1.17652], [0.82663, -4.62732, 1.31157], [2.09938, -5.70608, 0.72198], [0.76987, -5.24621, -0.34917], [3.70434, 2.41494, 3.01318], [1.82131, 0.13527, 3.75448], [1.46576, 1.86459, 3.93579], [2.78466, 1.12195, 4.85326], [3.93845, -0.55668, 2.34776], [4.88628, 0.32743, 3.54407], [5.04083, 0.72105, 1.82496]], "atomic_forces_ev_per_a": [[-0.658, -0.959, 0.265], [-0.079, 0.019, 0.111], [0.114, 0.411, 0.039], [-0.030, -0.296, 0.060], [-0.603, -0.097, -0.145], [-0.061, -0.226, 0.365], [0.889, -0.372, -0.115], [-0.779, 0.399, -0.417], [0.579, 0.967, -0.014], [-0.002, 0.108, 0.194], [-0.999, -0.389, 0.317], [0.204, 0.447, -0.042], [-0.226, 0.210, 0.206], [0.110, -0.129, -0.136], [-0.276, -0.128, -0.049], [1.253, -0.247, -0.082], [0.007, 0.055, -0.017], [0.055, -0.003, -0.002], [0.014, -0.027, -0.053], [-0.045, -0.046, -0.127], [0.097, -0.015, 0.041], [-0.104, -0.049, -0.001], [0.010, 0.005, 0.009], [0.012, 0.001, 0.012], [-0.052, -0.076, -0.070], [0.137, -0.068, -0.068], [-0.036, -0.032, -0.025], [-0.064, 0.005, 0.022], [0.058, -0.025, 0.058], [-0.020, -0.177, -0.257], [-0.278, -0.102, 0.424], [0.298, -0.160, -0.050], [0.668, -0.117, -0.501], [-0.885, 0.113, -0.688], [0.547, 0.208, 0.589], [-0.088, -0.118, 0.418], [0.034, 0.752, -0.312], [0.703, 0.119, -0.389], [-0.767, -0.636, 0.071], [0.397, 0.306, 0.127], [-0.178, 0.100, 0.218], [0.018, -0.255, 0.178], [0.271, -0.456, -0.204], [-0.334, 0.355, -0.092], [0.084, 0.084, 0.238], [-0.174, -0.128, 0.050], [0.183, 0.211, 0.532], [-0.129, -0.007, -0.447], [-0.155, -0.151, 0.130], [0.043, -0.211, -0.044], [-0.066, -0.077, 0.056], [0.102, 0.026, 0.039], [0.010, 0.131, -0.005], [-0.067, 0.114, 0.047], [-0.007, 0.111, -0.024], [-0.061, -0.024, -0.051], [-0.027, -0.032, 0.076], [0.103, -0.057, 0.120], [-0.148, 0.043, 0.039], [0.111, 0.044, -0.087], [-0.033, 0.014, -0.099], [0.095, 0.012, 0.027], [0.004, -0.112, 0.005], [-0.055, 0.020, -0.096], [-0.020, 0.071, 0.014], [0.066, 0.008, 0.011], [0.136, 0.032, -0.214], [0.042, 0.000, -0.103], [-0.048, -0.122, -0.037], [-0.044, 0.052, 0.004], [0.076, 0.015, -0.028], [-0.046, 0.018, -0.020], [0.087, 0.061, 0.028], [0.050, 0.235, -0.023], [0.041, 0.079, 0.021], [0.046, -0.015, -0.004], [-0.027, 0.014, -0.075], [0.017, 0.112, 0.056], [-0.036, 0.038, -0.053], [-0.069, 0.020, 0.050]]}